(1)
Formula: C25H36NO9PS4
Source: the Open Molecules 2025 dataset
Level of theory: ωB97M-V with the def2-TZVPD basis set

* E_HOMO: -8.125 eV
* structure (SMILES): NC(=O)CCC1=CC(=O)c2cccc([PH2]=S)c2C1=O.O=S1(=O)CCCC1.O=S1(=O)CCCC1.O=S1(=O)CCCC1
* energy relative to the best compared isomer or geometry (same formula, charge and spin): 0.0 kJ/mol
* net charge: 0

Last column: Löwdin charge in e.
Element x y z (Å)
O1 -1.408117 -0.057836 -2.076845  -0.3264
H1 -4.980529 0.269614 -4.455105  0.1178
C1 1.157404 -2.802054 0.580123  -0.2944
S1 -2.776038 -0.101613 -1.628530  0.6875
C2 -4.663992 -4.352542 -7.058434  -0.2262
H2 -0.142417 1.512020 1.311744  0.1208
P1 2.861806 0.294959 4.521412  0.4538
H3 -2.022948 -3.863910 -6.385284  0.1177
H4 -4.630519 1.231905 -2.210945  0.1106
S2 4.563419 0.833870 5.325432  0.1727
H5 3.520549 2.085994 0.991049  0.0768
C3 3.602766 3.715248 7.233835  -0.2469
H6 -1.504904 -3.516791 -8.029454  0.1159
H7 3.557153 2.825551 -0.432745  0.0832
C4 3.475160 4.985974 8.083412  -0.2160
C5 0.857737 -0.645662 2.307878  -0.2862
H8 1.934151 -0.028271 5.537727  0.0020
H9 4.607228 3.303285 7.265585  0.0840
H10 5.194277 -3.675871 2.744475  0.1131
H11 -2.701982 -1.605218 -6.475131  0.0912
C6 -2.375096 -3.569768 -7.376659  -0.2101
C7 2.105194 -1.489206 2.482166  -0.1081
C8 0.411670 -0.494037 0.872265  -0.1299
C9 0.537762 -1.536083 0.054224  0.0696
H12 2.041711 6.256465 5.265483  0.1065
C10 2.456686 5.900720 7.392957  -0.2254
H13 -5.557918 -4.783578 -7.503527  0.1097
C11 0.780665 1.424799 -0.696633  -0.0963
C12 3.361160 -3.367651 1.723599  0.0082
O2 4.415177 4.150870 4.746510  -0.3490
H14 -3.864299 -2.175288 -1.194284  0.1062
H15 -3.174067 1.710783 -3.127225  0.1099
H16 2.464448 6.906169 7.813083  0.1130
H17 0.484362 2.464044 -0.876836  0.1215
O3 -5.172512 -2.172680 -5.652557  -0.3419
O4 -3.158265 0.217676 -0.274704  -0.3174
H18 -4.660569 -2.240987 -3.817565  0.0755
C13 4.308697 -3.045952 2.684913  -0.0570
H19 4.441751 5.492475 8.135758  0.1158
H20 0.605013 0.802826 -1.569550  0.0886
O5 2.002755 3.537951 5.139060  -0.3519
C14 -0.156669 0.855994 0.431248  -0.0985
H21 3.496248 -4.221911 1.065495  0.1280
O6 0.833460 -3.902146 0.183229  0.1068
N1 2.911584 2.456691 0.263518  0.0951
O7 2.919593 0.319630 -0.594179  0.0858
O8 -5.581297 -2.138274 -8.139701  -0.3056
H22 0.199435 -1.431772 -0.972190  0.1191
H23 -3.041135 -5.614966 -7.766046  0.1169
H24 -3.605741 -4.421879 -8.937839  0.1207
H25 -4.543874 -4.710087 -6.035438  0.1090
O9 0.253564 -0.162309 3.243211  0.0941
C15 2.840201 5.908822 5.917336  -0.2332
H26 -2.656678 -2.298887 -2.498692  0.1056
C16 -3.084541 -2.212973 -7.292047  -0.2101
H27 -1.218921 0.761063 0.083874  0.0746
S3 -4.820006 -2.572177 -6.998379  0.6918
H28 3.175962 4.746969 9.103563  0.1125
C17 3.050018 -1.171172 3.434021  -0.3249
C18 2.241445 -2.574082 1.617897  -0.0848
S4 3.221309 4.199588 5.546606  0.6144
H29 2.882592 2.957206 7.535029  0.1011
H30 -3.012260 -1.662453 -8.228356  0.1078
H31 1.450891 5.491486 7.514972  0.1183
C19 -3.759589 0.871071 -2.757819  -0.2168
H32 2.349864 1.382234 3.777726  -0.0094
C20 -3.461528 -1.694010 -2.082644  -0.2020
C21 4.181819 -1.978996 3.537946  -0.0858
H33 -3.313570 -0.305829 -4.512760  0.1051
H34 3.744774 6.492567 5.747872  0.1067
C22 -3.400919 -4.593195 -7.878553  -0.2188
H35 -5.512602 -1.268842 -2.625842  0.1256
C23 -4.551079 -1.407906 -3.126542  -0.2209
C24 2.252232 1.306403 -0.355523  -0.4589
H36 4.923255 -1.687897 4.279034  0.0683
C25 -4.162361 -0.116166 -3.850706  -0.2259

Atoms 1-2, force components in eV/Å:
O 0.289 0.042 -0.032
H 0.024 -0.025 -0.018

(2)
Formula: C25H37As3N2O3Pd
Source: the Open Molecules 2025 dataset
Level of theory: ωB97M-V with the def2-TZVPD basis set

* E_HOMO: -7.234 eV
* energy relative to the best compared isomer or geometry (same formula, charge and spin): 33.4 kJ/mol
* net charge: 0

Last column: Löwdin charge in e.
Element x y z (Å)
H1 -0.417821 -3.186363 0.135131  0.0882
H2 1.326525 -1.850928 -3.181794  0.0397
H3 -5.060489 -3.546975 -0.417841  0.0074
C1 0.702372 3.590083 1.372020  -0.1632
C2 0.280901 4.437087 2.399941  -0.0592
H4 -2.608501 -3.376111 -0.958986  0.0940
H5 0.605110 4.217829 3.411725  0.1086
H6 8.284853 -2.206780 0.240959  0.0996
O1 0.644047 3.111326 -0.998394  -0.2628
H7 -2.477592 3.428011 -0.984656  0.0339
H8 -3.665098 -1.971566 -1.104332  0.0590
C3 6.694114 -1.273097 1.348667  -0.1006
H9 -3.180581 0.053945 0.719856  0.0454
H10 2.260038 2.622579 2.601930  0.1287
H11 -3.651801 2.315031 -0.228047  0.0373
C4 -0.507015 5.546146 2.153164  -0.1055
As1 -4.594117 -2.516707 1.916241  1.1296
H12 -5.147784 -0.885005 -0.033475  0.0001
C5 -5.115437 -3.889377 0.613898  -0.3535
H13 -2.082874 -1.967819 -1.869635  0.0395
H14 -6.519053 -1.192204 1.042745  0.0190
O2 5.154095 -0.368988 -2.383584  0.0448
Pd1 0.717786 1.167017 -0.850298  0.5655
As2 0.754689 -1.218916 -0.839208  1.0933
C6 -2.947455 0.657438 -2.491589  -0.2748
H15 -0.827464 6.186188 2.963781  0.0948
H16 2.064716 -3.301392 -0.579906  0.0432
H17 -3.933219 0.494505 -2.056662  0.0301
H18 -0.351123 -1.306518 -3.126106  0.0073
C7 5.514138 -0.561375 1.252534  -0.0429
H19 7.102893 -1.525835 2.317957  0.0940
C8 7.353843 -1.655991 0.181766  -0.0920
C9 -2.162584 -0.196952 0.422468  -0.3253
C10 -2.006697 -1.720032 0.294243  -0.6534
C11 3.670158 0.516180 -0.070236  -0.4983
As3 -1.699261 1.020490 -1.050385  1.1152
N1 3.148096 0.916305 1.075274  0.0564
H20 0.071891 -2.946783 -2.556545  0.0383
C12 0.312323 3.862812 0.042149  -0.3937
C13 -0.431063 5.026984 -0.200510  -0.0542
H21 -2.336582 -3.419254 1.589921  0.0686
H22 4.987389 -0.237340 2.140513  0.1021
C14 0.397052 -1.908747 -2.616076  -0.2700
H23 -1.505366 0.159498 1.222472  0.0845
H24 -5.258561 -0.069155 1.547526  0.0139
C15 -2.596696 2.572262 -0.325084  -0.2592
H25 3.138921 -1.956398 -1.052938  0.0290
H26 -2.176183 2.829143 0.645209  0.0391
H27 -0.684611 5.252366 -1.229386  0.1152
N2 2.020678 1.666615 0.821679  -0.0968
H28 -2.975111 1.543649 -3.124670  0.0364
H29 -2.659694 -0.197227 -3.095703  0.0122
H30 -6.140537 -4.185009 0.834979  0.0132
H31 -4.477997 -4.764958 0.737181  0.0185
C16 -0.515015 -2.116087 0.340191  -0.3216
C17 1.694228 2.555358 1.673208  -0.0777
C18 -2.628259 -2.284262 -0.983110  -0.0707
O3 3.159977 0.712423 -1.229941  -0.1486
C19 -2.652521 -2.370996 1.535531  -0.3867
C20 5.634902 -0.625023 -1.150837  -0.2846
H32 -2.234965 -1.893890 2.426776  0.0634
H33 -1.425943 6.729173 0.611561  0.1012
C21 -5.446868 -0.996789 1.008400  -0.3583
C22 4.962854 -0.227069 0.014577  -0.1089
C23 -0.840833 5.844855 0.833517  -0.0925
C24 2.316111 -2.254477 -0.409871  -0.2463
C25 6.832956 -1.335178 -1.055442  -0.0196
H34 7.331375 -1.622399 -1.972234  0.1141
H35 4.312252 0.136442 -2.232275  0.0618
H36 2.601026 -2.097843 0.628345  0.0454
H37 -0.109534 -1.943927 1.341734  0.0894

Atoms 1-2, force components in eV/Å:
H 0.002 -0.009 0.032
H 0.009 0.016 0.013

(3)
Formula: C25H37BiGeI2N5O2P
Source: the Open Molecules 2025 dataset
Level of theory: ωB97M-V with the def2-TZVPD basis set

* E_HOMO: -8.167 eV
* energy relative to the best compared isomer or geometry (same formula, charge and spin): 145.1 kJ/mol
* net charge: 0

Last column: Löwdin charge in e.
Element x y z (Å)
H1 -2.993476 -14.795836 8.201459  -0.0987
N1 -4.535799 -10.800808 13.647488  -0.1334
H2 -7.337530 -9.913015 12.439328  0.1295
H3 -2.698632 -12.228861 7.908076  0.0142
H4 -7.598750 -15.320897 15.822293  0.1159
C1 -6.181896 -16.234334 12.883555  -0.0472
H5 0.254258 -11.865591 10.706382  -0.0367
C2 -5.728265 -11.670507 13.689723  -0.1706
H6 -5.485205 -8.984189 13.644945  0.1135
N2 -5.424287 -9.590129 11.723047  -0.1626
H7 -2.514894 -10.964587 12.932426  0.0913
H8 -4.904102 -20.343967 11.829678  0.1102
H9 -0.466184 -10.586514 9.841391  0.0226
I1 -5.434281 -15.325276 9.014035  0.7563
H10 -2.690869 -21.178477 9.080736  0.1205
H11 -8.209885 -16.132161 13.523072  0.1244
H12 -6.984815 -10.533293 10.844281  0.1067
O1 -5.730290 -19.863468 10.014500  -0.0783
C3 -7.148702 -15.981189 13.832197  -0.0864
C4 -4.825461 -9.493159 12.992071  -0.2089
C5 -3.262734 -19.687742 10.459358  -0.1734
C6 1.266600 -13.035475 7.187438  -0.2370
H13 -5.491732 -19.521605 9.122208  0.1068
C7 -1.664492 -17.829656 10.662046  -0.3346
H14 0.869418 -13.555130 6.277694  0.0270
H15 -3.288489 -12.500777 13.448950  0.0418
H16 -3.053656 -16.433734 8.779007  -0.0620
H17 0.485046 -17.575321 8.555136  0.0778
H18 -0.675982 -15.321209 8.598294  -0.0042
C8 -2.934888 -18.413276 10.963668  -0.0704
C9 -3.463671 -11.552798 12.961417  -0.3266
H19 -1.736859 -12.792358 6.452391  0.0243
H20 -5.416741 -12.656210 13.995861  0.1044
C10 -0.478936 -14.553836 9.370443  -0.4867
N3 -3.833709 -16.577323 12.327679  -0.0368
C11 -4.481324 -15.776931 14.518446  -0.6915
N4 -6.398323 -11.748259 12.380225  -0.1397
H21 0.429055 -14.821358 9.846402  -0.0358
Bi1 -2.182454 -14.724193 10.972671  1.4992
H22 1.514144 -12.137985 6.693636  -0.0133
H23 -6.486620 -16.477119 11.861742  0.0846
P1 -3.912649 -11.885483 11.132331  0.9283
N5 -1.196849 -19.741614 9.211694  0.1251
H24 1.294743 -11.038512 9.589047  0.0384
C12 -4.469759 -10.108308 10.774188  -0.3342
H25 0.934411 -17.354658 10.289689  0.0625
Ge1 -0.203785 -12.813515 8.464235  0.7095
H26 -3.628700 -9.396781 10.615878  0.0961
H27 1.275389 -18.882168 9.439504  0.0804
C13 -1.703684 -12.251127 7.405331  -0.2463
H28 -5.557663 -13.594510 11.741547  0.0410
H29 -6.528062 -11.388546 14.399715  0.1320
H30 -1.636258 -11.246301 7.016909  0.0125
H31 -4.943559 -10.126455 9.778188  0.0865
C14 -4.827287 -16.199040 13.238918  -0.3851
C15 -3.313818 -15.429995 8.946961  -0.8034
C16 0.255639 -11.427244 9.767304  -0.2257
H32 2.220696 -13.585396 7.395636  0.0369
O2 -1.247273 -16.708397 11.174811  -0.3406
H33 -6.077854 -12.617775 10.478410  0.0333
C17 -2.425738 -20.226878 9.572581  -0.1290
C18 -6.824444 -15.554641 15.092048  -0.1033
C19 -3.860041 -17.791248 11.943929  -0.0572
I2 -2.495408 -15.672095 14.999287  0.9458
C20 -6.619437 -10.432502 11.816825  -0.1806
C21 -0.813486 -18.574814 9.791846  -0.2318
H34 -4.490910 -21.396698 10.476825  0.1073
H35 -5.337034 -15.197136 16.409735  0.0888
C22 0.586994 -18.036492 9.536751  -0.0221
H36 -4.724078 -18.523364 12.144262  0.1422
C23 -4.623638 -20.358946 10.778470  -0.2011
C24 -5.507352 -15.489380 15.410375  -0.1653
C25 -5.606957 -12.543032 11.448058  -0.4032
H37 -3.876405 -8.965848 12.966062  0.1266

Atoms 1-2, force components in eV/Å:
H 0.687 1.348 -1.574
N 0.018 -0.572 0.209

(4)
Formula: C25H37FN4O5
Source: the Open Molecules 2025 dataset
Level of theory: ωB97M-V with the def2-TZVPD basis set

* E_HOMO: -8.429 eV
* structure (SMILES): CC(C)[C@H](NC(=O)OC(C)(C)C)C(=O)N1CCC(C(=O)N[C@@H](C)C(=O)Nc2ccc(F)cc2)CC1
* net charge: 0

Last column: Löwdin charge in e.
Element x y z (Å)
H1 -2.655070 2.535555 -1.587133  0.1346
H2 5.801256 -2.745192 -0.479378  0.1198
C1 1.221205 -1.442437 -1.533629  -0.0111
C2 -1.268052 3.088804 1.296686  -0.1136
C3 -3.741059 -0.646339 0.185469  -0.2025
C4 -3.646234 0.705932 0.914713  -0.3970
H3 1.506300 -0.762083 -0.733490  0.0769
H4 -5.719176 -3.468119 0.531305  0.0788
H5 5.128640 -0.465085 -1.187319  0.1022
H6 4.954758 4.156191 0.244270  0.0905
O1 -0.564285 -2.291049 -0.105660  0.0414
H7 -6.343603 -0.701268 -0.693887  0.0846
H8 2.980663 0.021887 2.474232  0.1187
N1 3.605890 1.217045 0.274764  0.1486
H9 -0.305504 1.710012 -1.725610  0.1234
C5 -0.454156 3.029257 0.003715  -0.2323
C6 -4.913251 -1.478436 0.731521  -0.3767
H10 -4.818250 -1.522194 1.820866  0.1386
C7 -6.232047 -0.792115 0.385019  -0.0577
H11 -3.960418 -3.405801 0.426763  0.0720
H12 -0.681235 3.903276 -0.616862  0.1515
O2 -4.088730 0.838636 2.041421  0.0648
C8 4.766984 -2.609979 1.382487  -0.2954
C9 4.809320 -0.858114 -0.236949  -0.0040
N2 -3.020273 1.718041 0.274715  -0.0364
C10 0.546596 -2.684044 -0.950292  -0.5578
H13 -3.871775 -0.521937 -0.891996  0.1485
H14 -3.105054 3.792351 0.390212  0.1303
H15 -3.332866 2.917216 1.926091  0.1218
C11 3.870742 4.185799 0.314612  -0.0282
C12 3.600751 -0.585313 1.831040  -0.0153
C13 4.015344 -0.076657 0.599385  -0.2250
H16 3.567975 3.808751 1.286776  0.0723
C14 5.185327 -2.128962 0.156014  -0.0040
N3 -2.471560 -1.314766 0.384965  0.1457
C15 0.072746 -3.625176 -2.056205  -0.0162
H17 0.928497 -3.974360 -2.626620  0.0908
O3 -1.792205 -1.326905 -1.773317  0.0743
H18 1.330532 3.602750 -1.603931  0.1468
H19 -0.506588 0.883888 -0.177300  0.1231
C16 -0.818329 1.750522 -0.763293  -0.1116
C17 -4.878494 -2.890771 0.154843  -0.0606
H20 1.783082 -2.746884 0.815628  0.0729
H21 -4.941878 -2.856466 -0.931011  0.0863
O4 1.488376 2.577149 1.354713  0.0490
H22 3.664895 -2.257410 3.179086  0.1208
C18 1.494679 -3.409067 0.003866  -0.0109
C19 3.870033 1.929670 -0.840627  -0.4296
H23 -7.067145 -1.371942 0.769776  0.0805
H24 3.541454 5.218966 0.227891  0.0848
H25 -2.241961 -1.612485 1.320166  0.1690
H26 -0.948450 2.277441 1.952139  0.1281
C20 -2.759960 2.948946 0.998563  -0.1271
H27 2.985689 1.658637 0.958713  0.0978
H28 1.004959 -4.282697 0.425409  0.0901
C21 -1.616651 -1.631237 -0.614388  -0.5654
H29 -1.082954 4.030984 1.814066  0.1264
H30 2.387706 -3.723543 -0.527058  0.0913
N4 1.804120 3.336740 -0.755819  0.1279
O5 4.525602 1.559642 -1.790950  0.0736
C22 3.975856 -1.853112 2.228891  -0.0221
H31 0.542609 -0.933210 -2.212692  0.0783
H32 3.532365 3.802343 -1.774066  0.1500
F1 5.134404 -3.852958 1.764602  0.0506
H33 -6.271705 0.199250 0.827414  0.0752
H34 -0.437298 -4.483006 -1.623208  0.0915
H35 2.116186 -1.730123 -2.077038  0.0936
C23 -2.328771 1.673947 -0.991452  -0.1274
H36 -2.550773 0.765379 -1.545846  0.0994
H37 -0.612077 -3.109079 -2.723168  0.0776
C24 3.263576 3.351377 -0.814004  -0.2438
C25 1.038739 2.973923 0.291365  -0.4429

Atoms 1-2, force components in eV/Å:
H 0.000 -0.059 -0.015
H 0.067 -0.080 -0.055

no.,frontier orbital gap (eV)
1,7.613
2,6.949
3,7.961
4,8.859